DFT (wB97M-V/def2-TZVPD) results for C28H25BrN4O2SZn as an isolated structure.

```
62
Properties=species:S:1:pos:R:3:lowdin_charge:R:1
Zn 0.5915 -0.4735 0.2300 0.4217
C 2.7886 -1.4203 -2.9474 -0.0987
C 1.6203 -0.8523 -3.6835 -0.2187
C 1.9043 -0.2164 -4.8774 -0.0772
C 0.8434 0.1123 -5.7140 -0.1283
C -0.4463 -0.1817 -5.2933 -0.1027
C -0.7335 -0.6671 -3.9999 -0.2058
C -2.2049 -0.7211 -3.6931 -0.0698
C 0.3465 -1.0310 -3.1299 -0.2107
N 0.1684 -1.5425 -1.8572 0.0600
C -0.2274 -2.8406 -1.6433 -0.4675
O -0.2894 -3.7737 -2.4803 -0.0403
C -0.4920 -3.1919 -0.1993 -0.1781
C -0.7892 -4.4895 0.1839 -0.0088
C -0.9981 -4.7674 1.5533 -0.0609
C -0.9268 -3.7275 2.4660 -0.0197
C -0.5478 -2.4630 2.0042 -0.1633
N -0.3828 -2.2377 0.7283 0.0825
C -0.4000 -1.2653 3.0073 -0.4830
O -0.6929 -1.5110 4.1964 -0.0337
N 0.0451 -0.1222 2.4738 0.0465
C 0.4087 0.9019 3.3468 -0.2290
C 1.7517 1.0681 3.6490 -0.2025
C 2.8700 0.2769 3.0397 -0.1230
C 2.1542 2.1870 4.4657 -0.0503
C 1.1739 3.1197 4.8588 -0.1138
C -0.1904 2.8823 4.5422 -0.0715
C -0.6018 1.7292 3.8600 -0.2140
C -2.0214 1.2657 3.7257 -0.0592
H 3.6415 -1.3802 -3.6190 0.0606
H 2.6635 -2.4652 -2.6226 0.0782
H 2.8445 -0.8744 -1.9822 -0.0739
H 2.8608 -0.0195 -5.2379 0.0758
H 1.0807 0.6782 -6.6538 0.0936
H -1.3482 -0.0023 -5.9083 0.0950
H -2.6383 0.2964 -3.5724 0.0727
H -2.2943 -1.1532 -2.6932 0.0602
H -2.7563 -1.2627 -4.4999 0.0809
H -0.8007 -5.2942 -0.6013 0.1234
H -1.2297 -5.7680 1.9504 0.0994
H -1.0788 -3.8541 3.5244 0.1006
H 2.5573 -0.8198 2.9903 0.0844
H 3.7108 0.4318 3.7489 0.0616
H 3.0847 0.5186 1.9512 -0.0815
H 3.1895 2.4182 4.7137 0.0886
H 1.4360 4.0472 5.2919 0.0592
H -0.9620 3.5607 4.8027 0.0710
H -2.7355 2.1442 3.7817 0.0825
H -2.2814 0.5403 4.5092 0.0749
H -2.1707 0.7478 2.7698 0.0575
Br 0.9812 4.5980 -2.2832 0.6578
C -0.3565 3.4448 -1.5207 -0.6410
C -1.7220 3.8088 -1.5054 -0.1171
C -2.5682 2.8716 -0.9363 -0.1185
C -2.1250 1.6779 -0.4011 -0.1482
N -0.8316 1.3455 -0.4709 0.0469
C 0.0698 2.2523 -0.9591 -0.2304
H -2.1864 4.7849 -1.8282 0.1143
H -3.6361 2.9909 -0.8116 0.0883
H -2.7974 1.1216 0.2791 0.1137
H 1.1469 1.9632 -0.7864 -0.1177
S 2.5300 0.6030 -0.2322 0.0071
```

Output
Spin multiplicity   1
Orbital gap   4.68 eV
Highest occupied orbital energy   -0.36 eV
LUMO energy   4.32 eV
Total charge   -2


DFT (wB97M-V/def2-TZVPD) results for C29H34N8O6Pb as an isolated structure.

```
78
Properties=species:S:1:pos:R:3:lowdin_charge:R:1
Pb 0.0482 0.2219 -0.8550 1.5545
O 0.0404 4.3073 -2.9464 0.1797
C 0.3843 3.3517 -2.2981 -0.3987
N -0.0045 2.0570 -2.6278 0.0505
C -0.7980 1.8022 -3.7562 -0.1342
C -0.6351 0.3672 -4.2328 -0.2622
C -0.9971 0.0007 -5.5286 0.0113
C -0.8530 -1.3191 -5.8949 -0.0211
C -0.3751 -2.2344 -4.9620 -0.0315
C -0.0126 -1.7813 -3.7166 -0.1256
N -0.1470 -0.4902 -3.3673 -0.0075
C 1.2598 3.4448 -1.0897 -0.2090
C 1.7693 4.6732 -0.6988 0.0336
C 2.6490 4.7507 0.3826 -0.0013
C 2.9090 3.5752 1.0710 -0.0177
C 2.3490 2.3740 0.6482 -0.1121
N 1.5799 2.3185 -0.4406 0.0065
H -1.8631 1.9809 -3.4896 0.1783
H -0.5827 2.5517 -4.5171 0.1438
H -1.3009 0.7611 -6.2377 0.1302
H -1.0817 -1.6623 -6.9013 0.1285
H -0.2498 -3.2894 -5.2095 0.1235
H 0.4080 -2.4490 -2.9670 0.1136
H 1.4931 5.5573 -1.2638 0.1324
H 3.0998 5.6757 0.7052 0.1243
H 3.5346 3.5706 1.9488 0.1169
H 2.5748 1.4343 1.1485 0.1188
O -1.9896 -1.5781 -1.3692 -0.0595
C -2.4534 -2.6290 -0.9812 -0.1501
C -2.2164 -3.2357 0.3501 -0.0696
C -3.0795 -4.1974 0.7412 0.0832
C -3.0251 -4.6508 2.0776 -0.0710
C -2.1410 -4.2083 3.0247 0.0459
C -1.2053 -3.2661 2.6455 0.1008
C -1.2023 -2.7500 1.2841 -0.3076
O -0.3012 -1.9561 0.9675 -0.0523
N -4.0175 -5.6658 2.4627 -0.3399
O -4.7173 -6.1454 1.5954 0.1180
O -4.1043 -5.9123 3.6424 0.1269
H -3.1208 -3.2217 -1.6411 0.1508
H -3.8532 -4.6284 0.1066 0.1470
H -2.1723 -4.5947 4.0313 0.1404
H -0.4407 -2.9054 3.3210 0.1351
C -2.5018 3.1985 0.9500 -0.0261
N -2.0784 2.9064 2.3193 -0.1187
C -2.9563 3.3637 3.3602 -0.0537
C -1.0109 2.0816 2.4759 -0.4771
O -0.5290 1.4971 1.4754 -0.1698
N -0.4424 1.8715 3.6932 -0.1265
C 0.5105 0.7805 3.8322 -0.0354
C -0.4560 2.7924 4.8019 -0.0529
H -3.3758 3.8511 0.9508 0.0970
H -2.7518 2.2663 0.4243 0.0880
H -1.7123 3.6960 0.3898 0.0821
H -3.9872 3.3546 3.0160 0.0959
H -2.7176 4.3727 3.6797 0.0937
H -2.9012 2.7159 4.2441 0.0939
H 0.3198 0.0552 3.0397 0.0694
H 0.3887 0.2913 4.7915 0.0951
H 1.5377 1.1405 3.7231 0.0917
H -0.7648 3.7853 4.4989 0.0849
H 0.5572 2.8881 5.1800 0.0944
H -1.0893 2.4564 5.6281 0.1005
C 3.7033 -4.1601 -0.0041 0.0017
C 3.3862 -2.8306 -0.6126 -0.2797
C 4.0616 -2.0357 -1.5089 0.0386
C 3.2548 -0.9127 -1.7432 -0.3229
N 2.1441 -1.0253 -1.0212 -0.0813
N 2.2367 -2.1956 -0.3304 0.0453
C 3.4744 0.2600 -2.6393 -0.0103
H 4.7410 -4.4242 -0.1697 0.0887
H 3.0745 -4.9042 -0.5112 0.0950
H 3.5202 -4.1659 1.0749 0.0897
H 5.0395 -2.2287 -1.9017 0.1240
H 1.5168 -2.4373 0.3544 0.1281
H 3.8738 -0.0697 -3.5987 0.0952
H 4.2056 0.9416 -2.1965 0.0948
H 2.5696 0.8183 -2.8278 0.0432
```

Output
Spin multiplicity   1
Orbital gap (spin up / spin down)   5.20 / 5.50 eV
Highest occupied orbital energy (spin up / spin down)   -13.61 / -13.61 eV
LUMO energy (spin up / spin down)   -8.41 / -8.11 eV
Total charge   +2


DFT (wB97M-V/def2-TZVPD) results for C31H46BrN3NiOP2 as an isolated structure.

```
85
Properties=species:S:1:pos:R:3:lowdin_charge:R:1
N 6.2627 -0.0005 -2.6114 0.0650
C 5.5514 -1.1187 -2.7156 -0.1240
C 4.2200 -1.1030 -3.1367 -0.0049
C 3.6304 0.1403 -3.4508 -0.2156
C 4.4101 1.3089 -3.3003 -0.0138
C 5.7286 1.1870 -2.8646 -0.1321
C 2.2465 0.2491 -3.8196 -0.0188
Ni -0.9492 0.4779 0.5243 0.3582
P -2.7520 -0.1073 1.7033 0.8819
C 1.5868 1.4354 -3.9392 -0.0224
C 0.2062 1.5418 -3.5189 -0.1917
C -0.2380 2.6996 -2.8539 -0.0058
C -1.3279 2.6392 -2.0084 -0.1351
C -1.9644 1.4019 -1.8255 -0.5980
C -1.7080 0.3002 -2.6470 -0.1083
C -0.5792 0.3702 -3.4607 -0.0464
Br -3.6660 1.5055 -0.8114 0.8899
H 1.7246 -0.7076 -3.8972 0.0804
H 2.0935 2.3530 -4.2220 0.1180
H 3.6764 -2.0268 -3.2821 0.1010
H 4.0129 2.2789 -3.5820 0.1037
H 6.0502 -2.0614 -2.4879 0.1145
H 6.3409 2.0935 -2.7514 0.1202
H 0.3287 3.6103 -2.9979 0.1311
H -0.2593 -0.4962 -4.0376 0.1205
H -1.6845 3.5303 -1.4841 0.1060
H -2.3191 -0.6012 -2.5931 0.1221
P 0.8489 1.2913 1.4114 0.9306
C -3.5425 -1.3628 0.5862 -0.4171
C -5.0271 -1.7139 0.7138 -0.1231
H -2.9119 -2.2665 0.6940 0.0940
H -3.3596 -0.9846 -0.4339 -0.0044
H -5.2420 -2.5664 0.0481 0.0915
H -5.2935 -2.0537 1.7220 0.0588
H -5.6870 -0.8866 0.4018 0.0785
C -3.3090 1.5621 2.3243 -0.4368
C -4.7633 1.6021 2.7802 -0.1335
H -3.1053 2.3470 1.5640 0.0169
H -2.6169 1.7684 3.1743 0.0834
H -5.1999 2.5863 2.5669 0.0878
H -5.3796 0.8407 2.2774 0.0664
H -4.8219 1.4594 3.8686 0.0873
C -2.5313 -1.0262 3.2844 -0.3799
C -3.8148 -1.6167 3.8615 -0.1227
H -2.0493 -0.3358 3.9931 0.0700
H -1.7933 -1.8121 3.0494 0.0658
H -3.6868 -1.8234 4.9327 0.0917
H -4.6735 -0.9376 3.7742 0.0656
H -4.0596 -2.5725 3.3829 0.0776
C 1.6761 0.5173 2.8701 -0.3744
C 0.7929 0.3313 4.0957 -0.1219
H 2.5399 1.1594 3.1000 0.1083
H 2.0783 -0.4472 2.5362 0.0666
H 1.4298 0.0150 4.9353 0.0973
H 0.2768 1.2631 4.3717 0.0784
H 0.0398 -0.4564 3.9423 0.0380
C 0.4207 2.9768 2.0341 -0.3749
C 0.0639 3.9880 0.9494 -0.1268
H 1.2715 3.3153 2.6481 0.1042
H -0.4385 2.8119 2.7040 0.0655
H -0.3374 4.8863 1.4370 0.0933
H 0.9439 4.2716 0.3541 0.0836
H -0.7075 3.6060 0.2646 0.0294
C 2.2401 1.4688 0.2062 -0.3350
C 3.3379 0.4066 0.2638 -0.1151
H 2.6463 2.4821 0.3648 0.1000
H 1.7702 1.4709 -0.7915 0.0674
H 4.1970 0.7537 -0.3242 0.0778
H 3.6798 0.2193 1.2892 0.0678
H 2.9994 -0.5502 -0.1612 0.0678
N 0.5679 -4.7170 -2.9649 0.1864
C 0.8391 -3.3784 -2.8373 -0.4494
O 1.1001 -2.6696 -3.8205 0.0430
C 0.8394 -2.8948 -1.4277 -0.0945
C 1.1782 -3.7322 -0.3556 0.0272
C 1.0026 -3.2828 0.9458 -0.0008
C 0.4488 -2.0198 1.1617 -0.1180
N 0.1194 -1.1988 0.1266 -0.0356
C 0.4415 -1.5824 -1.1510 -0.0061
H 0.4364 -5.0414 -3.9157 0.1320
H 0.1095 -5.2369 -2.2083 0.1225
H 1.5291 -4.7412 -0.5889 0.1371
H 1.2797 -3.8843 1.8210 0.1347
H 0.2504 -1.6612 2.1775 0.0876
H 0.3341 -0.8475 -1.9577 0.0930
```

Output
<S²>   2.009
Spin multiplicity   3
Orbital gap (spin up / spin down)   6.96 / 5.70 eV
Highest occupied orbital energy (spin up / spin down)   -12.92 / -12.91 eV
LUMO energy (spin up / spin down)   -5.96 / -7.22 eV
Total charge   +2


DFT (wB97M-V/def2-TZVPD) results for C12H17NO6S as an isolated structure.

```
37
Properties=species:S:1:pos:R:3:lowdin_charge:R:1
C 2.8047 2.8945 0.9375 -0.1948
H 2.9346 2.1991 1.6908 0.0022
H 1.9114 3.0432 0.4093 0.0094
H 3.1320 3.8454 1.1506 -0.0051
S 3.9468 2.1945 -0.5885 0.7562
C 3.0329 0.7741 -0.9728 -0.5923
C 3.2018 -0.4339 0.0974 -0.1409
H 2.9922 0.0066 0.8220 -0.0245
H 4.2921 -0.5631 -0.1492 0.1526
C 2.5103 -1.5852 -0.5038 -0.1501
N 0.9984 -1.0813 -0.5577 0.1421
C 0.2453 -0.4644 0.1732 -0.1308
C -0.9955 -0.5972 0.0980 -0.1632
C -1.7905 -1.0819 -0.7029 -0.2632
O -1.3599 -2.0026 -1.6427 -0.0258
O -3.2162 -1.0045 -0.5910 0.1490
C -3.6209 0.0308 -0.0364 -0.6357
C -3.5141 1.3364 -0.9490 0.0010
H -3.7918 2.3861 -0.6319 0.1111
H -4.0124 1.2387 -1.8530 0.0406
H -2.4654 1.5531 -1.3154 0.1006
C -5.2457 0.0169 0.3657 0.0777
H -5.2110 -0.8181 0.9327 0.0193
H -5.6270 0.8409 0.8649 0.0418
H -5.6523 -0.1270 -0.9572 0.2049
O -2.9463 0.4907 1.1383 0.0824
C -1.6687 0.1873 1.2440 -0.2177
O -1.0764 1.0482 2.1465 -0.0517
H 0.7795 -0.0572 1.1752 0.2266
H 0.5224 -1.8677 -1.1562 0.1896
H 2.8246 -1.7508 -1.5343 0.1747
C 2.7693 -2.6944 0.3638 -0.4067
O 3.8793 -3.2099 0.5254 0.1098
O 1.7842 -3.0296 1.3189 0.1034
H 2.0067 -3.6720 1.9715 0.1035
H 2.0733 1.3016 -1.1136 0.0455
H 3.5521 0.6527 -2.1702 0.1584
```

Output
Spin multiplicity   1
Orbital gap   8.67 eV
Highest occupied orbital energy   -8.97 eV
LUMO energy   -0.30 eV
Total charge   0


DFT (wB97M-V/def2-TZVPD) results for one molecule with the formula C12H9Cl2N3O2.

```
28
Properties=species:S:1:pos:R:3:lowdin_charge:R:1
C -3.1314 -2.9489 -1.5084 -0.0767
O -2.4437 -1.8726 -0.9159 -0.0997
C -3.1796 -0.8774 -0.3213 -0.2083
C -4.5611 -0.8473 -0.2411 -0.0248
C -5.1974 0.2128 0.3889 -0.0870
C -4.4618 1.2432 0.9400 -0.0829
C -3.0783 1.2272 0.8677 -0.0020
C -2.4307 0.1752 0.2407 -0.1390
N -1.0382 0.0777 0.1220 0.1596
C -0.0901 0.9421 0.5547 -0.4501
O -0.2768 1.9692 1.1647 0.0813
C 1.3005 0.4674 0.2139 -0.1204
C 1.7500 -0.7902 0.5661 -0.0167
C 3.0865 -1.0917 0.2750 -0.7372
Cl 3.7301 -2.6249 0.6710 0.7101
N 3.9066 -0.2366 -0.3006 0.0088
N 3.4881 0.9389 -0.6431 0.0135
C 2.2450 1.3094 -0.4122 -0.6720
Cl 1.8059 2.8686 -0.9365 0.7727
H -2.3605 -3.6016 -1.9153 0.0957
H -3.7831 -2.6094 -2.3188 0.0992
H -3.7211 -3.5012 -0.7707 0.0986
H -5.1540 -1.6420 -0.6648 0.1038
H -6.2752 0.2222 0.4428 0.1034
H -4.9594 2.0658 1.4289 0.1039
H -2.4945 2.0259 1.2928 0.1039
H -0.7463 -0.7434 -0.3927 0.1404
H 1.1160 -1.5070 1.0655 0.1219
```

Output
Spin multiplicity   1
Orbital gap   8.37 eV
Highest occupied orbital energy   -8.67 eV
LUMO energy   -0.30 eV
Total charge   0


DFT (wB97M-V/def2-TZVPD) results for a 2-piece molecular cluster, C32H32NO overall.

```
66
Properties=species:S:1:pos:R:3:lowdin_charge:R:1
C 3.9220 -1.8550 -2.6643 -0.1007
C 3.1121 -0.9940 -3.4190 -0.0794
C 1.7378 -0.9841 -3.2283 -0.0336
C 1.1356 -1.7474 -2.1858 -0.2375
C -0.2415 -1.6045 -1.8049 -0.0277
C -1.0144 -0.4871 -2.1430 -0.1957
N -2.3505 -0.5793 -2.2970 -0.0732
C -3.0234 -1.8482 -2.5182 -0.1369
C -4.5272 -1.5346 -2.4255 -0.1466
C -4.6625 -0.0094 -2.3007 -0.1482
C -3.2418 0.5648 -2.3685 -0.1499
C -0.3857 0.8566 -2.2681 -0.1857
C 0.5385 1.2317 -1.2867 -0.0416
C 1.1879 2.4571 -1.3491 -0.0749
C 0.8770 3.3496 -2.3870 -0.0699
C -0.0429 2.9863 -3.3755 -0.0587
C -0.6578 1.7316 -3.3360 -0.0371
C 1.9616 -2.6730 -1.4988 -0.0608
C 3.3274 -2.7383 -1.7516 -0.1235
H 5.0041 -1.8434 -2.7929 0.0984
H 3.5575 -0.3254 -4.1581 0.1072
H 1.1012 -0.3370 -3.8400 0.1133
H -0.7146 -2.4531 -1.3063 0.1014
H -2.7703 -2.2486 -3.5171 0.1346
H -2.7014 -2.5996 -1.7861 0.1068
H -5.0357 -1.9052 -3.3207 0.1096
H -4.9482 -2.0403 -1.5538 0.1065
H -5.2652 0.4015 -3.1117 0.1086
H -5.1231 0.2769 -1.3521 0.1065
H -3.0390 1.2920 -1.5690 0.1306
H -3.1218 1.1012 -3.3214 0.1023
H 0.7268 0.5222 -0.4788 0.0897
H 1.9282 2.7191 -0.5902 0.0931
H 1.3583 4.3280 -2.4129 0.1072
H -0.2927 3.6734 -4.1850 0.1113
H -1.3269 1.4215 -4.1442 0.1197
H 1.5058 -3.2859 -0.7169 0.1104
H 3.9421 -3.4631 -1.2134 0.0958
C -3.3456 2.3633 5.4685 -0.0381
O -2.3585 3.1054 4.7243 -0.0436
C -1.4419 2.4026 4.0100 -0.2125
C -0.5145 3.1511 3.2355 0.0343
C 0.3994 2.5008 2.4485 0.0165
C 0.5243 1.0763 2.4577 -0.1914
C 1.5949 0.4637 1.7569 0.0952
C 2.3049 -0.7009 2.1393 -0.1783
C 3.3349 -1.1826 1.2790 0.0079
C 4.0699 -2.3115 1.5961 -0.0482
C 3.8136 -3.0108 2.7874 -0.0122
C 2.8355 -2.5325 3.6720 -0.0438
C 2.1051 -1.3897 3.3732 0.0040
C -0.4329 0.3460 3.2176 0.0006
C -1.3900 0.9843 3.9801 0.0181
H -4.0602 3.1133 5.7985 0.1014
H -3.8480 1.6125 4.8414 0.0990
H -2.8824 1.8707 6.3362 0.1078
H -0.5605 4.2394 3.2844 0.1364
H 1.0748 3.0743 1.8139 0.1240
H 2.0581 1.0651 0.9706 0.1132
H 3.5229 -0.6372 0.3479 0.1289
H 4.8546 -2.6603 0.9224 0.1155
H 4.3892 -3.9023 3.0380 0.1230
H 2.6438 -3.0529 4.6135 0.1196
H 1.3779 -0.9997 4.0871 0.1096
H -0.4149 -0.7442 3.1984 0.1254
H -2.0917 0.3985 4.5806 0.1167
```

Output
Spin multiplicity   1
Orbital gap   3.56 eV
Highest occupied orbital energy   -8.90 eV
LUMO energy   -5.34 eV
Total charge   +1


Computed values of energy (unit: Eh) for the preceding records, in sequence: -6203.1013, -2207.2038, -6212.8341, -1371.4532, -1697.7951, -1368.2814.
Computed values of relative energy (zero: lowest compared OMol25 entry of this formula, charge and spin) (unit: eV) for the preceding records, in sequence: 0.000, 0.000, 0.000, 12.564, 0.000, 0.975.